Molecular formula: C54H61BN16OS4Tc
Method: DFT, ωB97M-V/def2-TZVPD

Calculated values
- <S²>: 3.79
- Net charge: +4
- HOMO level (spin up / spin down): -15.7206 / -15.7199 eV
- Lowest unoccupied orbital energy (spin up / spin down): -0.3981 / -0.4484 Eh
- Spin multiplicity: 4
- HOMO-LUMO gap (spin up / spin down): 4.888 / 3.519 eV

Last column: Mulliken charge in e.
Geometry (Å):
Tc -1.04 0.01 -0.06  0.1955
C 1.75 -4.67 -0.31  -1.7177
C 2.65 -3.55 0.12  0.5347
C 3.98 -3.74 0.37  -0.8749
C 4.82 -2.69 0.80  -0.4958
N 4.33 -1.48 0.97  0.1592
N 3.01 -1.29 0.73  0.3230
B 2.57 0.13 0.97  -0.2787
N 1.55 0.35 2.08  -0.3371
N 2.80 0.71 2.40  0.2851
C 3.13 1.28 3.54  0.0971
C 2.06 1.36 4.48  -0.7028
C 0.79 0.93 4.20  0.1149
C -0.30 1.01 5.21  -1.8303
C 0.51 0.44 2.87  0.9026
S -1.08 0.07 2.37  -0.1519
C 4.52 1.83 3.74  1.9498
C 4.70 2.96 2.71  -1.4894
C 4.69 2.38 5.16  -2.2764
C 5.55 0.72 3.49  -1.4284
N 2.68 1.03 -0.24  1.1398
N 3.84 0.78 -0.87  -0.4789
C 4.28 1.64 -1.76  -0.3376
C 3.56 2.84 -2.00  -0.4739
C 2.32 3.04 -1.45  0.1669
C 1.50 4.25 -1.75  -1.9124
C 1.85 2.01 -0.58  1.3032
S 0.22 2.10 0.02  -0.3564
C 5.59 1.33 -2.46  1.9961
C 6.70 2.02 -1.65  -1.5801
C 5.83 -0.18 -2.52  -1.5612
C 5.56 1.89 -3.89  -1.8433
C 2.16 -2.23 0.32  0.6932
S 0.44 -1.98 0.06  0.0819
C 6.28 -2.93 1.15  2.1277
C 6.29 -3.29 2.65  -1.4948
C 6.84 -4.11 0.35  -2.0345
C 7.15 -1.70 0.89  -1.1206
H 2.32 -5.59 -0.41  0.4545
H 1.29 -4.45 -1.28  0.3506
H 0.95 -4.83 0.41  0.3467
H 4.40 -4.73 0.24  0.3868
H 2.28 1.77 5.45  0.6789
H 0.08 1.32 6.18  0.4371
H -0.79 0.04 5.32  0.4211
H -1.06 1.72 4.89  0.3827
H 3.95 3.75 2.84  0.4342
H 4.64 2.58 1.69  0.1402
H 5.68 3.41 2.86  0.4793
H 4.03 3.22 5.36  0.4771
H 5.71 2.74 5.28  0.4176
H 4.53 1.61 5.92  0.5204
H 5.45 0.31 2.49  -0.2120
H 5.45 -0.08 4.22  0.4685
H 6.54 1.15 3.59  0.5664
H 3.98 3.58 -2.66  0.4443
H 2.01 4.89 -2.46  0.4664
H 1.32 4.82 -0.84  0.3765
H 0.53 3.97 -2.16  0.3150
H 6.84 1.53 -0.69  0.1983
H 6.49 3.07 -1.48  0.3780
H 7.64 1.95 -2.20  0.5222
H 5.69 -0.65 -1.55  0.0304
H 6.85 -0.36 -2.85  0.5560
H 5.17 -0.66 -3.25  0.3011
H 5.64 2.98 -3.92  0.4230
H 4.66 1.59 -4.44  0.3676
H 6.42 1.51 -4.44  0.4794
H 5.66 -4.15 2.87  0.3973
H 5.97 -2.45 3.26  0.1535
H 7.31 -3.55 2.95  0.4862
H 6.43 -5.07 0.65  0.4443
H 7.92 -4.16 0.51  0.4469
H 6.68 -3.98 -0.73  0.4376
H 6.72 -0.79 1.31  -0.1002
H 7.32 -1.55 -0.17  0.2917
H 8.12 -1.85 1.36  0.6081
C -5.19 3.60 1.26  -0.8195
N -4.07 2.89 0.60  0.7183
C -3.43 1.80 0.97  -0.6977
N -2.54 1.48 0.02  1.1905
C -2.71 2.47 -0.92  -0.7280
N -3.62 3.33 -0.59  -0.8898
C -6.42 3.50 0.40  0.6965
C -7.10 4.64 -0.03  -0.9239
C -8.23 4.50 -0.84  -0.7712
C -8.66 3.25 -1.23  -0.9321
C -7.98 2.11 -0.80  -0.3769
C -6.87 2.25 0.03  0.3344
C -8.37 0.77 -1.23  0.6048
N -9.21 0.40 -2.12  -0.4538
N -9.15 -0.99 -2.17  -0.4556
C -8.27 -1.34 -1.31  0.5924
O -7.72 -0.28 -0.65  -0.1752
C -7.74 -2.66 -0.98  -0.2729
C -8.28 -3.82 -1.55  -0.9093
C -7.72 -5.05 -1.26  -0.7960
C -6.61 -5.14 -0.42  -0.8715
C -6.07 -3.99 0.15  0.7006
C -4.86 -4.05 1.04  -0.9163
N -3.78 -3.22 0.46  0.7833
C -3.26 -2.09 0.88  -0.6350
N -2.35 -1.66 -0.01  1.1211
C -2.39 -2.63 -0.98  -0.6836
N -3.23 -3.57 -0.72  -0.9442
C -6.65 -2.76 -0.12  0.3410
H -4.87 4.63 1.41  0.4830
H -5.32 3.12 2.23  0.2180
H -3.61 1.29 1.90  0.3409
H -2.14 2.53 -1.83  0.5776
H -6.76 5.62 0.26  0.4450
H -8.76 5.38 -1.16  0.4348
H -9.53 3.14 -1.87  0.5874
H -6.36 1.36 0.37  0.5594
H -9.13 -3.74 -2.21  0.5829
H -8.14 -5.94 -1.69  0.4361
H -6.16 -6.11 -0.22  0.4314
H -4.47 -5.06 1.12  0.4606
H -5.04 -3.66 2.04  0.2505
H -3.52 -1.62 1.82  0.3756
H -1.78 -2.61 -1.87  0.6761
H -6.25 -1.86 0.33  0.5951
N 0.93 -0.12 -2.74  0.0416
C -0.36 0.06 -3.06  -0.1832
N -1.35 -0.04 -2.16  1.7073
C -2.61 0.09 -2.81  -1.2667
C -3.88 -0.08 -2.26  0.6272
C -4.99 0.09 -3.07  -1.1119
C -4.86 0.42 -4.42  -0.9814
C -3.61 0.56 -4.99  -0.6356
C -2.50 0.38 -4.17  0.7992
S -0.83 0.43 -4.66  -0.2356
H 1.14 -0.70 -1.94  -0.4327
H 1.61 -0.15 -3.49  0.3443
H -4.03 -0.32 -1.22  0.3263
H -5.98 -0.04 -2.65  0.6379
H -5.74 0.54 -5.03  0.5402
H -3.50 0.79 -6.04  0.4715